1.
A molecular structure, C34H52ClN2O16 in a non-equilibrium geometry, computed with wB97M-V/def2-TZVPD.

Structure (XYZ):
```
105
Properties=species:S:1:pos:R:3
Cl 0.261 -0.693 -0.164
O 1.343 -0.367 0.751
O -0.351 -2.026 0.046
O -0.728 0.267 0.043
O 0.767 -0.572 -1.516
O -4.814 -1.121 -1.152
C -4.341 -0.103 -0.742
O -5.128 0.793 -0.053
C -4.328 1.925 0.275
C -2.857 1.511 0.076
C -2.950 0.490 -0.988
H -4.269 2.260 1.311
H -4.640 2.712 -0.412
H -2.276 1.124 0.912
H -2.344 2.465 -0.050
H -2.196 -0.295 -0.934
H -2.943 0.882 -2.005
O -4.042 0.535 -3.741
C -3.488 -0.486 -3.290
O -2.272 -0.213 -2.691
C -1.729 -1.420 -2.002
C -2.765 -2.552 -2.258
C -3.834 -1.906 -3.160
H -1.673 -1.250 -0.927
H -0.738 -1.655 -2.390
H -3.171 -2.796 -1.276
H -2.293 -3.442 -2.672
H -4.790 -1.976 -2.643
H -3.987 -2.471 -4.080
O 6.132 -0.996 0.848
C 5.050 -0.689 1.349
O 4.834 -0.915 2.643
C 3.557 -0.531 3.009
C 3.130 0.478 2.034
C 3.891 0.037 0.790
H 3.506 0.001 3.960
H 2.948 -1.434 2.962
H 3.399 1.462 2.419
H 2.047 0.536 1.924
H 4.227 0.934 0.270
H 3.301 -0.609 0.140
O 2.240 -1.924 4.144
C 1.247 -1.297 3.993
O 0.858 -0.300 4.883
C -0.520 -0.114 4.478
C -0.547 -0.270 3.015
C 0.220 -1.529 2.884
H -0.779 0.928 4.664
H -1.207 -0.764 5.021
H -0.092 0.587 2.519
H -1.552 -0.332 2.599
H 0.575 -1.665 1.862
H -0.412 -2.403 3.042
O 1.300 2.847 -3.590
C 0.235 2.737 -2.979
O -0.435 1.633 -2.886
C -1.571 1.719 -2.074
C -1.588 3.006 -1.370
C -0.448 3.786 -2.034
H -1.664 0.947 -1.311
H -2.393 1.490 -2.752
H -1.552 2.828 -0.295
H -2.498 3.605 -1.341
H 0.234 4.219 -1.302
H -0.794 4.539 -2.743
N 0.439 -2.605 -2.069
C -0.134 -3.684 -1.479
C -0.122 -4.801 -2.302
C 0.667 -4.377 -3.405
C 0.926 -3.046 -3.208
H 0.509 -1.709 -1.608
H -0.676 -3.573 -0.552
H -0.391 -5.832 -2.128
H 1.038 -5.071 -4.145
H 1.500 -2.443 -3.896
N 1.915 1.503 0.096
C 2.278 2.737 0.606
C 2.697 3.518 -0.481
C 2.506 2.809 -1.719
C 1.926 1.557 -1.274
H 1.608 0.739 0.682
H 2.287 2.953 1.664
H 3.006 4.550 -0.417
H 2.665 3.096 -2.748
H 1.854 0.631 -1.825
C -0.890 2.044 1.361
C -1.597 3.370 1.435
O -2.441 3.703 0.680
C -1.328 4.244 2.700
H -1.105 1.487 0.449
H -1.396 1.577 2.206
H 0.190 2.141 1.474
H -2.040 3.808 3.400
H -1.460 5.267 2.350
H -0.306 4.041 3.020
C 1.666 -2.929 1.362
C 2.795 -3.728 0.753
O 2.896 -4.934 0.849
C 3.784 -2.901 -0.088
H 1.435 -3.190 2.394
H 0.772 -3.160 0.783
H 1.946 -1.877 1.316
H 3.913 -1.850 0.171
H 3.587 -2.934 -1.160
H 4.778 -3.300 -0.289
```

Output
DFT total energy: -3098.81526 a.u.
Total charge: -1
Gap between HOMO and LUMO: 7.326 eV

2.
A molecular structure, C34H52N4O5PS2Ti in a non-equilibrium geometry, computed with wB97M-V/def2-TZVPD.

Structure (XYZ):
```
99
Properties=species:S:1:pos:R:3
Ti 0.529 -0.330 0.430
N 1.334 -0.893 -1.574
C 2.667 -0.423 -1.821
C 3.650 -0.587 -0.848
C 4.859 0.085 -0.969
C 5.086 0.856 -2.124
C 4.281 0.718 -3.217
C 3.018 0.130 -3.038
S 6.260 2.164 -2.148
O 6.837 2.280 -3.466
O 7.187 1.760 -1.134
O 5.428 3.284 -1.717
H 1.453 -1.900 -1.452
H 0.838 -0.733 -2.444
H 3.445 -1.297 0.009
H 5.494 0.073 -0.121
H 4.505 1.126 -4.195
H 2.356 0.065 -3.883
C 2.890 2.913 0.376
C 2.901 1.687 1.243
C 2.649 2.083 2.672
O 1.724 0.879 0.829
H 1.868 3.386 0.468
H 3.575 3.735 0.616
H 2.906 2.771 -0.690
H 3.757 1.015 1.050
H 2.295 1.198 3.175
H 1.829 2.804 2.691
H 3.570 2.396 3.167
C 2.113 -7.299 1.190
C 2.076 -6.020 0.416
C 2.441 -5.918 -0.899
C 2.437 -4.609 -1.524
N 2.114 -3.577 -0.809
C 1.781 -3.773 0.503
S 1.530 -2.373 1.540
N 1.725 -4.939 1.117
H 1.133 -7.626 1.631
H 2.834 -7.296 1.990
H 2.375 -8.118 0.498
H 2.494 -6.802 -1.422
H 2.621 -4.475 -2.539
O -1.354 -1.276 1.049
C -1.403 -2.421 1.580
C -1.501 -2.633 3.046
C -2.951 -2.610 3.384
C -3.853 -3.540 2.590
C -4.087 -3.073 1.109
C -2.964 -3.538 0.167
N -1.612 -3.565 0.827
H -0.907 -1.955 3.636
H -1.043 -3.587 3.378
H -3.276 -1.564 3.352
H -3.040 -2.980 4.425
H -4.746 -3.644 3.121
H -3.467 -4.557 2.537
H -4.176 -1.982 0.994
H -4.986 -3.531 0.748
H -2.934 -3.019 -0.797
H -3.127 -4.560 -0.165
H -1.596 -4.394 1.484
C -3.159 1.398 1.849
C -3.212 1.743 0.330
C -3.955 0.524 -0.349
C -4.005 2.954 0.104
P -1.398 1.800 -0.337
C -1.016 3.445 0.265
C -0.462 3.591 1.621
C -0.167 4.815 2.227
C -0.266 5.939 1.406
C -0.761 5.890 0.116
C -1.106 4.649 -0.441
C -1.388 1.871 -2.269
C 0.046 2.355 -2.523
C -1.473 0.342 -2.787
C -2.491 2.616 -3.051
H -4.214 1.288 2.199
H -2.655 2.192 2.430
H -2.579 0.481 1.990
H -4.977 0.502 0.159
H -3.442 -0.413 -0.177
H -4.037 0.566 -1.446
H -5.079 2.824 0.249
H -3.965 3.212 -0.952
H -3.699 3.775 0.797
H -0.272 2.626 2.141
H 0.122 4.828 3.229
H -0.176 6.903 1.868
H -0.940 6.770 -0.482
H -1.554 4.674 -1.444
H 0.839 1.887 -1.915
H 0.167 3.430 -2.402
H 0.325 2.186 -3.535
H -1.183 0.398 -3.922
H -2.529 -0.021 -2.803
H -0.931 -0.441 -2.326
H -2.522 3.672 -2.833
H -3.536 2.236 -2.967
H -2.193 2.498 -4.061
```

Output
DFT total energy: -3909.19173 a.u.
Gap between HOMO and LUMO (spin up / spin down): 6.503 / 6.530 eV
Multiplicity: 2

3.
9 unconnected molecules or ions with the total composition C34H52O26 in a non-equilibrium geometry, computed with wB97M-V/def2-TZVPD.

Structure (XYZ):
```
112
Properties=species:S:1:pos:R:3
O -1.263 -0.699 -1.592
C -0.679 -0.716 -0.303
C 0.015 0.558 0.365
O -0.751 1.698 0.654
H -0.033 -1.620 -0.246
H -1.456 -1.087 0.392
H 0.856 0.910 -0.259
H 0.527 0.152 1.268
C 2.894 1.644 -1.505
C 4.247 1.434 -2.076
C 4.220 0.804 -3.449
O 5.156 1.476 -4.251
C 5.493 2.621 -3.639
O 6.219 3.461 -4.095
O 4.957 2.658 -2.388
H 2.545 0.701 -1.078
H 2.181 1.965 -2.264
H 2.896 2.343 -0.670
H 4.919 0.959 -1.359
H 3.254 0.897 -3.944
H 4.391 -0.268 -3.339
C 3.174 -2.943 -1.553
C 2.328 -4.151 -1.227
C 0.844 -3.847 -1.317
O 0.326 -4.958 -1.999
C 1.287 -5.705 -2.565
O 1.122 -6.687 -3.223
O 2.501 -5.174 -2.216
H 4.219 -3.152 -1.310
H 2.817 -2.022 -1.099
H 3.208 -2.890 -2.642
H 2.518 -4.580 -0.241
H 0.594 -2.937 -1.871
H 0.389 -3.721 -0.335
C 3.213 -2.633 2.159
C 2.797 -1.204 1.937
C 2.837 -0.377 3.218
O 3.767 0.684 2.945
C 4.282 0.581 1.731
O 5.052 1.322 1.205
O 3.849 -0.587 1.173
H 4.243 -2.798 2.479
H 2.970 -3.156 1.236
H 2.687 -3.106 2.993
H 1.806 -1.149 1.482
H 3.110 -0.950 4.101
H 1.881 0.128 3.347
C 1.318 -0.953 -4.031
C -0.020 -1.444 -4.558
C -1.065 -0.411 -4.888
O -1.404 -0.793 -6.225
C -0.503 -1.685 -6.720
O -0.352 -1.935 -7.884
O 0.218 -2.199 -5.726
H 1.912 -1.821 -3.758
H 1.105 -0.322 -3.164
H 1.886 -0.316 -4.712
H -0.443 -2.070 -3.768
H -0.623 0.580 -4.796
H -1.908 -0.605 -4.230
C -1.270 0.315 5.990
C -2.088 1.136 4.968
C -1.936 0.611 3.575
O -3.185 -0.011 3.333
C -3.992 0.074 4.416
O -5.075 -0.483 4.499
O -3.421 0.757 5.356
H -1.251 -0.745 5.742
H -1.412 0.550 7.042
H -0.241 0.630 5.762
H -2.021 2.215 5.098
H -1.108 -0.099 3.526
H -1.742 1.384 2.825
C 1.216 3.323 1.216
C 0.520 3.753 2.504
C -0.069 2.585 3.313
O 0.413 2.910 4.618
C 1.302 3.920 4.595
O 1.835 4.416 5.547
O 1.512 4.341 3.335
H 1.926 2.521 1.417
H 1.824 4.152 0.849
H 0.429 3.057 0.508
H -0.287 4.466 2.315
H 0.386 1.696 2.878
H -1.140 2.631 3.145
C -2.787 -4.005 -1.082
C -3.770 -3.523 -2.158
C -3.125 -3.315 -3.483
O -4.116 -3.865 -4.388
C -4.947 -4.664 -3.714
O -5.821 -5.331 -4.180
O -4.733 -4.558 -2.380
H -2.166 -4.826 -1.444
H -3.269 -4.286 -0.148
H -2.061 -3.212 -0.882
H -4.286 -2.615 -1.843
H -2.197 -3.881 -3.578
H -2.933 -2.257 -3.648
C -3.570 6.134 1.506
C -4.084 4.697 1.308
C -3.424 3.628 2.124
O -4.490 3.105 2.889
C -5.663 3.715 2.628
O -6.700 3.588 3.208
O -5.471 4.606 1.623
H -3.690 6.392 2.560
H -4.198 6.795 0.910
H -2.534 6.213 1.179
H -3.994 4.520 0.235
H -2.654 3.999 2.802
H -2.969 2.932 1.412
```

Output
DFT total energy: -3283.06049 a.u.
Total charge: -2
Gap between HOMO and LUMO: 5.296 eV

4.
A molecular structure, C34H53BGeN9O2S5Ta in a non-equilibrium geometry, computed with wB97M-V/def2-TZVPD.

Structure (XYZ):
```
106
Properties=species:S:1:pos:R:3
Ta 0.713 0.524 -0.219
C 2.312 -4.615 -2.142
C 1.241 -3.810 -2.872
C 1.806 -2.535 -3.486
C 0.613 -4.648 -3.978
N 0.151 -3.512 -1.855
C -1.041 -4.203 -1.813
C -1.639 -3.906 -0.640
N -0.826 -3.039 0.049
B -1.166 -2.728 1.549
N -2.282 -1.667 1.745
C -3.103 -1.745 2.846
C -3.885 -0.644 2.861
N -3.546 0.117 1.759
C -2.554 -0.522 1.116
S -1.776 -0.021 -0.346
C -4.191 1.436 1.402
C -4.857 1.313 0.035
C -3.129 2.533 1.439
C -5.257 1.739 2.447
N 0.055 -2.377 2.446
C 0.704 -3.373 3.137
C 1.552 -2.795 4.009
N 1.434 -1.428 3.856
C 0.527 -1.196 2.878
S 0.041 0.370 2.305
C 2.056 -0.432 4.816
C 0.932 0.277 5.559
C 2.910 -1.199 5.821
C 2.948 0.544 4.065
C 0.249 -2.805 -0.715
S 1.578 -1.791 -0.205
H 3.099 -4.888 -2.843
H 1.893 -5.528 -1.721
H 2.769 -4.031 -1.344
H 2.386 -2.829 -4.360
H 2.466 -1.995 -2.816
H 1.017 -1.864 -3.813
H 1.368 -4.801 -4.746
H -0.233 -4.139 -4.441
H 0.299 -5.633 -3.636
H -1.357 -4.855 -2.602
H -2.564 -4.259 -0.225
H -1.607 -3.757 1.979
H -3.070 -2.584 3.514
H -4.658 -0.358 3.544
H -4.137 1.121 -0.756
H -5.361 2.253 -0.188
H -5.604 0.521 0.039
H -2.414 2.433 0.627
H -2.591 2.517 2.386
H -3.624 3.499 1.344
H -6.040 0.983 2.470
H -5.723 2.683 2.174
H -4.838 1.857 3.445
H 0.484 -4.409 2.967
H 2.205 -3.240 4.729
H 0.301 -0.442 6.081
H 0.313 0.877 4.897
H 1.369 0.945 6.300
H 2.323 -1.885 6.430
H 3.357 -0.469 6.492
H 3.723 -1.744 5.343
H 2.378 1.186 3.403
H 3.709 0.016 3.490
H 3.456 1.170 4.797
N -4.798 2.166 -5.764
C -3.637 1.981 -5.109
C -3.430 0.828 -4.327
C -2.251 0.645 -3.649
C -1.240 1.608 -3.752
C -1.419 2.752 -4.548
C -2.607 2.940 -5.202
S 0.237 1.427 -2.945
O 1.303 1.910 -3.757
O 0.355 0.038 -2.357
N 0.229 2.068 -1.453
C 0.281 3.326 -0.858
S 0.114 4.880 -1.501
C 0.339 5.501 0.091
C 0.522 4.496 0.981
N 0.485 3.235 0.426
H -5.513 1.460 -5.762
H -4.930 2.954 -6.374
H -4.206 0.076 -4.273
H -2.099 -0.247 -3.059
H -0.623 3.471 -4.669
H -2.748 3.817 -5.818
H 0.323 6.561 0.274
H 0.682 4.617 2.038
C 4.417 0.059 -1.842
Ge 4.006 1.520 -0.632
C 3.555 3.168 -1.558
C 5.499 1.932 0.533
C 2.558 0.912 0.674
H 5.470 0.114 -2.120
H 3.825 0.106 -2.756
H 4.243 -0.906 -1.365
H 4.483 3.530 -2.002
H 3.219 3.920 -0.844
H 2.821 3.063 -2.356
H 6.341 2.249 -0.080
H 5.805 1.069 1.121
H 5.237 2.745 1.209
H 2.468 1.737 1.382
H 3.022 0.057 1.172
```

Output
DFT total energy: -6120.15925 a.u.
Total charge: +2
Gap between HOMO and LUMO: 7.062 eV

> Which of these has the highest DFT total energy?

C34H52ClN2O16

> Among the records above, which one has the highest DFT total energy?

C34H52ClN2O16